# 1
Density functional theory data (ωB97M-V/def2-TZVPD) for a structure of composition C60H66Br2GaN10O3 in a non-equilibrium geometry.

Properties
Kohn-Sham gap in Eh: 0.25069
Total charge: -1

Geometry (Å):
C (4.461, -2.689, -3.324)
O (3.785, -1.776, -4.157)
C (2.476, -1.479, -3.685)
C (1.793, -0.499, -4.636)
C (0.689, -1.146, -5.511)
C (-0.755, -0.616, -5.310)
Ga (-2.018, -1.874, -4.366)
C (-3.448, -0.744, -3.376)
C (-4.066, -1.554, -2.306)
O (-4.932, -2.385, -2.417)
O (-3.532, -1.357, -1.050)
C (-3.009, -3.115, -5.649)
Br (-4.897, -2.834, -5.750)
C (-2.454, -4.061, -6.399)
C (-0.961, -4.295, -6.440)
Br (-3.444, -5.271, -7.496)
C (-0.994, -2.792, -2.897)
C (-0.316, -1.932, -2.020)
C (0.446, -2.436, -0.975)
N (0.593, -3.736, -0.729)
C (-0.059, -4.582, -1.536)
C (-0.851, -4.163, -2.616)
H (5.146, -3.274, -3.939)
H (3.763, -3.376, -2.831)
H (5.025, -2.174, -2.538)
H (1.906, -2.412, -3.606)
H (2.533, -1.067, -2.667)
H (1.367, 0.322, -4.067)
H (2.582, -0.133, -5.297)
H (0.942, -0.991, -6.565)
H (0.761, -2.225, -5.348)
H (-1.171, -0.385, -6.295)
H (-0.744, 0.318, -4.742)
H (-2.923, 0.104, -2.933)
H (-4.206, -0.408, -4.083)
H (-3.396, -0.406, -0.942)
H (-0.700, -4.994, -7.231)
H (-0.456, -3.355, -6.664)
H (-0.589, -4.676, -5.486)
H (-0.364, -0.854, -2.161)
H (0.975, -1.759, -0.310)
H (0.047, -5.640, -1.314)
H (-1.360, -4.903, -3.229)
N (4.289, -1.385, 0.736)
C (3.629, -2.407, 1.279)
C (2.805, -2.283, 2.388)
C (2.660, -1.032, 2.966)
C (3.338, 0.043, 2.411)
C (4.138, -0.189, 1.303)
H (3.749, -3.365, 0.786)
H (2.282, -3.146, 2.774)
H (2.021, -0.894, 3.829)
H (3.255, 1.037, 2.827)
H (4.681, 0.628, 0.838)
N (-4.990, -7.299, -4.532)
C (-5.596, -8.039, -3.605)
C (-5.990, -7.553, -2.368)
C (-5.739, -6.220, -2.072)
C (-5.110, -5.436, -3.022)
C (-4.758, -6.023, -4.234)
H (-5.775, -9.077, -3.869)
H (-6.481, -8.205, -1.656)
H (-6.030, -5.801, -1.117)
H (-4.892, -4.388, -2.846)
H (-4.270, -5.413, -4.984)
N (-8.983, -1.097, -6.296)
C (-8.095, -1.235, -5.315)
C (-7.989, -0.359, -4.243)
C (-8.852, 0.722, -4.187)
C (-9.783, 0.881, -5.203)
C (-9.806, -0.053, -6.228)
H (-7.419, -2.079, -5.365)
H (-7.242, -0.532, -3.479)
H (-8.799, 1.428, -3.368)
H (-10.477, 1.711, -5.204)
H (-10.522, 0.040, -7.038)
N (1.273, 2.208, -2.193)
C (2.103, 2.139, -1.158)
C (2.090, 3.026, -0.093)
C (1.160, 4.055, -0.111)
C (0.285, 4.141, -1.185)
C (0.381, 3.194, -2.197)
H (2.816, 1.320, -1.182)
H (2.793, 2.906, 0.722)
H (1.106, 4.774, 0.696)
H (-0.461, 4.919, -1.234)
H (-0.290, 3.223, -3.050)
N (-0.554, 6.865, 0.719)
C (-0.702, 7.578, 1.833)
C (-0.734, 8.964, 1.863)
C (-0.604, 9.653, 0.668)
C (-0.446, 8.927, -0.500)
C (-0.425, 7.542, -0.420)
H (-0.802, 7.006, 2.750)
H (-0.860, 9.486, 2.802)
H (-0.625, 10.735, 0.648)
H (-0.338, 9.418, -1.458)
H (-0.302, 6.948, -1.317)
N (4.369, 3.381, 2.596)
C (4.948, 2.811, 3.650)
C (6.101, 3.298, 4.246)
C (6.686, 4.437, 3.718)
C (6.094, 5.040, 2.618)
C (4.941, 4.473, 2.096)
H (4.466, 1.918, 4.033)
H (6.528, 2.790, 5.100)
H (7.588, 4.848, 4.153)
H (6.516, 5.929, 2.169)
H (4.449, 4.914, 1.235)
N (5.321, 1.180, 4.861)
C (6.400, 0.521, 4.447)
C (7.073, -0.410, 5.224)
C (6.602, -0.669, 6.501)
C (5.479, 0.011, 6.946)
C (4.876, 0.919, 6.088)
H (6.737, 0.746, 3.441)
H (7.941, -0.921, 4.832)
H (7.095, -1.391, 7.140)
H (5.070, -0.166, 7.932)
H (3.990, 1.463, 6.398)
N (-5.092, 1.035, -0.075)
C (-5.697, 2.219, -0.110)
C (-6.914, 2.477, 0.502)
C (-7.539, 1.446, 1.188)
C (-6.922, 0.207, 1.228)
C (-5.705, 0.050, 0.581)
H (-5.178, 3.001, -0.655)
H (-7.357, 3.462, 0.442)
H (-8.491, 1.607, 1.678)
H (-7.373, -0.629, 1.743)
H (-5.190, -0.903, 0.580)
N (5.681, -1.085, 10.514)
C (5.319, -1.455, 11.740)
C (5.759, -0.820, 12.892)
C (6.623, 0.256, 12.765)
C (7.008, 0.653, 11.494)
C (6.508, -0.049, 10.407)
H (4.644, -2.302, 11.800)
H (5.431, -1.164, 13.863)
H (6.988, 0.777, 13.641)
H (7.679, 1.487, 11.344)
H (6.788, 0.229, 9.397)



# 2
Density functional theory data (ωB97M-V/def2-TZVPD) for a cluster of 6 separate species, C18H28O18 in total in a non-equilibrium geometry.

Properties
Kohn-Sham gap in Eh: 0.38657
ΔE to the lowest compared entry with this formula, charge and spin in kJ/mol: 104.30

Geometry (Å):
C (-19.607, -3.539, -3.211)
O (-18.636, -4.595, -3.091)
C (-17.711, -4.715, -4.036)
O (-17.478, -3.864, -4.860)
O (-17.088, -5.882, -3.855)
C (-15.846, -5.988, -4.551)
H (-20.501, -3.795, -3.771)
H (-18.982, -2.707, -3.539)
H (-19.904, -3.268, -2.198)
H (-15.063, -5.342, -4.156)
H (-15.833, -5.968, -5.640)
H (-15.487, -6.995, -4.329)
C (-16.611, -1.386, -1.552)
O (-17.563, -0.515, -2.156)
C (-18.431, 0.175, -1.402)
O (-19.237, 0.909, -1.871)
O (-18.113, 0.020, -0.094)
C (-18.767, 0.852, 0.838)
H (-15.837, -1.845, -2.164)
H (-17.198, -2.251, -1.228)
H (-16.140, -0.962, -0.669)
H (-19.773, 1.102, 0.495)
H (-18.245, 1.801, 0.982)
H (-18.858, 0.357, 1.802)
O (-17.073, -3.473, 1.712)
C (-16.942, -2.525, 2.425)
O (-17.519, -2.350, 3.612)
C (-17.305, -1.009, 4.027)
C (-16.227, -0.438, 3.074)
O (-16.145, -1.478, 2.117)
H (-18.245, -0.459, 3.973)
H (-16.967, -1.025, 5.061)
H (-15.339, -0.385, 3.706)
H (-16.452, 0.537, 2.657)
O (-15.221, 1.428, -0.514)
C (-15.268, 1.984, 0.542)
O (-16.109, 3.012, 0.816)
C (-15.676, 3.728, 1.969)
C (-14.876, 2.634, 2.668)
O (-14.493, 1.756, 1.590)
H (-15.012, 4.578, 1.799)
H (-16.584, 4.081, 2.450)
H (-15.430, 2.162, 3.475)
H (-13.931, 3.042, 3.021)
O (-17.640, 2.579, 4.501)
C (-18.757, 2.724, 4.122)
O (-19.576, 1.750, 3.649)
C (-20.772, 2.268, 3.082)
C (-20.830, 3.598, 3.832)
O (-19.464, 3.860, 4.157)
H (-20.688, 2.381, 2.004)
H (-21.609, 1.671, 3.432)
H (-21.405, 3.397, 4.737)
H (-21.331, 4.375, 3.262)
O (-16.327, -3.043, -8.365)
C (-15.832, -2.681, -7.354)
O (-14.948, -3.337, -6.562)
C (-14.488, -2.607, -5.468)
C (-15.454, -1.422, -5.476)
O (-16.085, -1.480, -6.754)
H (-14.430, -3.166, -4.540)
H (-13.520, -2.179, -5.746)
H (-15.007, -0.427, -5.480)
H (-16.179, -1.427, -4.662)



# 3
Density functional theory data (ωB97M-V/def2-TZVPD) for the molecule C3H8N4O in a non-equilibrium geometry.

Properties
Kohn-Sham gap in Eh: 0.35021
ΔE to the lowest compared entry with this formula, charge and spin in kJ/mol: 788.40

Geometry (Å):
H (-3.091, -1.754, -0.841)
N (-2.531, -1.471, 0.056)
C (-2.207, -0.287, -0.178)
N (-1.366, 0.369, 0.776)
N (-0.942, 1.464, -0.070)
C (0.496, 1.672, -0.006)
N (1.331, 0.784, -0.147)
O (1.192, -0.615, 0.294)
C (2.336, -1.282, 0.012)
H (-2.438, 0.293, -1.072)
H (-0.247, -0.061, 1.197)
H (-1.096, 2.193, 0.691)
H (0.649, 2.683, -0.460)
H (2.921, -0.991, 0.861)
H (2.020, -2.260, -0.196)
H (2.972, -0.738, -0.917)



# 4
Density functional theory data (ωB97M-V/def2-TZVPD) for a structure of composition C6H8Cl3F2NO9P2RuS in a non-equilibrium geometry.

Properties
Kohn-Sham gap (alpha / beta) in Eh: 0.19020 / 0.20297
Total charge: -1
2S+1: 2
ΔE to the lowest compared entry with this formula, charge and spin in kJ/mol: 319.92
Expectation value of S²: 0.7548

Geometry (Å):
Ru (1.001, 1.083, 0.318)
C (-2.708, -2.270, 0.903)
C (-2.201, -0.842, 0.738)
O (-3.303, 0.100, 0.849)
P (-1.445, -0.592, -0.901)
O (-2.617, -0.728, -1.936)
O (-0.522, -1.826, -1.208)
O (-0.785, 0.773, -0.900)
P (-0.940, -0.381, 2.025)
O (0.411, -0.983, 1.317)
O (-1.178, -1.026, 3.323)
O (-0.647, 1.113, 1.851)
H (-3.476, -2.475, 0.154)
H (-3.126, -2.391, 1.902)
H (-1.888, -2.975, 0.774)
H (-2.925, 0.976, 1.005)
H (-2.185, -0.555, -2.837)
H (0.426, -1.601, -1.184)
H (0.987, -1.397, 1.981)
Cl (2.868, 0.893, -4.414)
C (2.357, -0.159, -3.206)
Cl (2.543, -1.820, -3.439)
Cl (-0.422, -0.098, -3.994)
C (2.045, 0.358, -1.875)
O (2.007, 1.574, -1.605)
O (1.792, -0.426, -0.908)
S (0.482, 5.077, 2.429)
C (0.710, 3.824, 1.477)
N (0.899, 2.906, 0.743)
F (3.063, -0.283, 1.607)
C (2.704, 1.048, 1.397)
F (2.515, 1.556, 2.658)
H (3.557, 1.549, 0.955)



# 5
Density functional theory data (ωB97M-V/def2-TZVPD) for a structure of composition C19H11Cl3F16N4O4S2SiTi in a non-equilibrium geometry.

Properties
Kohn-Sham gap (alpha / beta) in Eh: 0.23290 / 0.25297
Total charge: -2
2S+1: 3
ΔE to the lowest compared entry with this formula, charge and spin in kJ/mol: 81.78
Expectation value of S²: 2.0098

Geometry (Å):
Ti (-0.028, -0.323, -0.524)
C (0.435, 2.342, -1.709)
N (0.339, 1.834, -0.329)
C (1.600, 2.022, 0.403)
C (2.652, 1.060, -0.112)
N (2.023, -0.242, -0.213)
C (2.818, -1.333, -0.438)
C (2.187, -2.584, -0.421)
F (0.843, -2.580, -0.227)
C (2.821, -3.790, -0.589)
F (2.144, -4.933, -0.528)
C (4.190, -3.800, -0.816)
F (4.849, -4.960, -0.985)
C (4.859, -2.596, -0.862)
F (6.183, -2.586, -1.091)
C (4.195, -1.393, -0.683)
F (4.948, -0.276, -0.787)
C (-0.800, 2.443, 0.373)
C (-2.105, 1.942, -0.227)
N (-1.949, 0.529, -0.525)
C (-2.955, -0.107, -1.224)
C (-2.859, -1.503, -1.358)
F (-1.845, -2.127, -0.721)
C (-3.744, -2.285, -2.062)
F (-3.576, -3.602, -2.123)
C (-4.839, -1.691, -2.672)
F (-5.727, -2.427, -3.360)
C (-5.002, -0.331, -2.542)
F (-6.061, 0.268, -3.112)
C (-4.091, 0.440, -1.834)
F (-4.369, 1.764, -1.781)
H (0.657, 3.418, -1.702)
H (-0.507, 2.167, -2.222)
H (1.217, 1.810, -2.252)
H (1.388, 1.805, 1.454)
H (1.931, 3.067, 0.319)
H (3.482, 1.064, 0.603)
H (3.054, 1.401, -1.075)
H (-0.735, 3.539, 0.305)
H (-0.729, 2.153, 1.421)
H (-2.351, 2.528, -1.117)
H (-2.905, 2.127, 0.503)
Cl (1.531, -1.271, 3.159)
Si (-0.294, -0.856, 2.107)
Cl (-1.442, -2.577, 2.629)
Cl (-1.168, 0.585, 3.474)
F (-0.093, 2.197, -4.955)
C (-0.679, 0.987, -4.893)
F (-0.899, 0.573, -6.139)
F (-1.859, 1.130, -4.282)
S (0.726, -0.907, -3.728)
O (-0.129, -0.820, -2.393)
O (1.999, -0.225, -3.469)
N (1.121, -2.496, -3.878)
S (0.059, -3.427, -4.567)
O (-1.275, -2.872, -4.664)
O (0.582, -4.133, -5.710)
C (-0.121, -4.767, -3.320)
F (0.998, -5.495, -3.194)
F (-1.105, -5.611, -3.685)
F (-0.429, -4.275, -2.119)



# 6
Density functional theory data (ωB97M-V/def2-TZVPD) for a structure of composition C45H38BrF4InN2O2P3.

Properties
Kohn-Sham gap (alpha / beta) in Eh: 0.24045 / 0.19148
Total charge: +3
ΔE to the lowest compared entry with this formula, charge and spin in kJ/mol: 9.84

Geometry (Å):
In (1.632, -1.302, -0.492)
F (-2.676, -6.478, 2.799)
C (-1.809, -5.518, 2.592)
C (-1.284, -4.808, 3.661)
F (-1.648, -5.090, 4.893)
C (-0.371, -3.798, 3.411)
F (0.118, -3.126, 4.452)
C (0.041, -3.461, 2.124)
P (1.276, -2.148, 1.966)
C (0.585, -0.673, 2.744)
C (1.441, 0.323, 3.217)
C (0.913, 1.494, 3.742)
C (-0.462, 1.679, 3.783)
C (-1.314, 0.699, 3.289)
C (-0.794, -0.477, 2.766)
C (2.783, -2.679, 2.787)
C (3.652, -3.473, 2.029)
C (4.806, -3.977, 2.605)
C (5.098, -3.684, 3.933)
C (4.234, -2.901, 4.687)
C (3.070, -2.399, 4.123)
C (-0.504, -4.193, 1.064)
Br (-0.036, -3.899, -0.746)
C (-1.415, -5.206, 1.294)
F (-1.929, -5.897, 0.292)
H (2.515, 0.183, 3.205)
H (1.576, 2.250, 4.141)
H (-0.869, 2.579, 4.226)
H (-2.387, 0.832, 3.341)
H (-1.466, -1.245, 2.403)
H (3.406, -3.729, 1.001)
H (5.471, -4.607, 2.029)
H (5.999, -4.077, 4.384)
H (4.459, -2.690, 5.723)
H (2.390, -1.810, 4.724)
C (4.912, -4.235, -2.722)
O (5.283, -3.134, -1.840)
C (4.331, -2.418, -1.328)
O (3.117, -2.632, -1.498)
N (4.800, -1.391, -0.583)
N (3.903, -0.606, 0.150)
H (5.856, -4.659, -3.044)
H (4.351, -3.849, -3.568)
H (4.328, -4.963, -2.166)
H (5.796, -1.313, -0.426)
H (3.999, 0.376, -0.115)
H (4.082, -0.723, 1.148)
C (-1.445, 2.291, -0.471)
P (-0.279, 0.955, -1.058)
C (1.320, 1.845, -0.943)
C (2.264, 1.720, -1.969)
C (3.530, 2.279, -1.831)
C (3.874, 2.948, -0.662)
C (2.944, 3.066, 0.365)
C (1.675, 2.518, 0.226)
C (-0.604, 0.845, -2.831)
C (-0.531, 1.961, -3.669)
C (-0.812, 1.831, -5.017)
C (-1.162, 0.589, -5.539)
C (-1.238, -0.522, -4.714)
C (-0.962, -0.394, -3.358)
P (-3.203, 1.964, -0.778)
C (-4.245, 2.682, 0.433)
C (-3.789, 3.093, 1.700)
C (-4.681, 3.637, 2.599)
C (-6.030, 3.753, 2.264)
C (-6.494, 3.327, 1.024)
C (-5.613, 2.789, 0.108)
C (-3.724, 2.379, -2.430)
C (-3.840, 3.729, -2.779)
C (-4.243, 4.061, -4.061)
C (-4.544, 3.059, -4.977)
C (-4.441, 1.721, -4.622)
C (-4.026, 1.373, -3.347)
H (-1.195, 3.240, -0.959)
H (-1.308, 2.398, 0.605)
H (1.994, 1.232, -2.898)
H (4.235, 2.217, -2.650)
H (4.852, 3.401, -0.562)
H (3.201, 3.603, 1.269)
H (0.971, 2.617, 1.043)
H (-0.243, 2.929, -3.273)
H (-0.753, 2.694, -5.666)
H (-1.373, 0.491, -6.596)
H (-1.511, -1.485, -5.124)
H (-1.034, -1.259, -2.707)
H (-2.745, 3.012, 1.971)
H (-4.335, 3.982, 3.564)
H (-6.723, 4.180, 2.977)
H (-7.542, 3.419, 0.774)
H (-5.969, 2.463, -0.861)
H (-3.630, 4.509, -2.057)
H (-4.337, 5.101, -4.340)
H (-4.874, 3.327, -5.972)
H (-4.692, 0.949, -5.337)
H (-3.949, 0.331, -3.066)



# 7
Density functional theory data (ωB97M-V/def2-TZVPD) for a structure of composition C2H4HgO3 in a non-equilibrium geometry.

Properties
Kohn-Sham gap (alpha / beta) in Eh: 0.35285 / 0.30866
Total charge: +1
2S+1: 2
ΔE to the lowest compared entry with this formula, charge and spin in kJ/mol: 6.79
Expectation value of S²: 0.7518

Geometry (Å):
H (-1.753, -0.822, -0.508)
O (2.239, 0.698, -0.388)
C (3.007, -0.204, -0.664)
Hg (0.762, 1.275, 1.354)
H (3.858, -0.024, -1.345)
H (2.799, -1.245, -0.356)
O (-1.461, 0.502, 1.029)
C (-2.140, -0.255, 0.362)
O (-3.437, -0.346, 0.461)
H (-3.873, 0.422, 0.056)



# 8
Density functional theory data (ωB97M-V/def2-TZVPD) for the molecule C23H26ClN3O4S.

Properties
Kohn-Sham gap in Eh: 0.34089
ΔE to the lowest compared entry with this formula, charge and spin in kJ/mol: 0.00

Geometry (Å):
C (-3.809, -1.092, -2.186)
N (-3.460, -0.024, -1.288)
C (-4.387, 0.771, -0.660)
O (-5.582, 0.654, -0.780)
C (-3.633, 1.800, 0.189)
C (-4.061, 1.680, 1.653)
C (-3.932, 3.205, -0.345)
C (-2.202, 1.407, -0.042)
C (-1.028, 1.926, 0.452)
C (0.166, 1.353, 0.036)
S (1.679, 1.998, 0.735)
O (1.598, 3.430, 0.755)
O (1.914, 1.326, 1.993)
N (2.825, 1.485, -0.329)
C (3.152, 2.316, -1.472)
C (4.307, 1.566, -2.130)
C (5.063, 0.986, -0.934)
C (3.953, 0.646, 0.064)
C (3.491, -0.821, -0.041)
O (3.816, -1.562, -0.945)
N (2.677, -1.163, 0.972)
C (1.990, -2.434, 1.032)
C (0.492, -2.286, 1.124)
C (-0.072, -1.369, 2.006)
C (-1.442, -1.233, 2.124)
C (-2.287, -2.027, 1.367)
C (-1.751, -2.953, 0.492)
C (-0.375, -3.073, 0.371)
Cl (0.239, -4.241, -0.750)
C (0.199, 0.297, -0.854)
C (-0.979, -0.230, -1.364)
C (-2.172, 0.330, -0.941)
H (-4.897, -1.148, -2.216)
H (-3.401, -2.038, -1.828)
H (-3.428, -0.891, -3.189)
H (-3.537, 2.416, 2.258)
H (-5.132, 1.851, 1.731)
H (-3.839, 0.687, 2.034)
H (-3.419, 3.950, 0.257)
H (-5.003, 3.388, -0.307)
H (-3.597, 3.300, -1.376)
H (-1.001, 2.758, 1.137)
H (2.274, 2.411, -2.115)
H (3.451, 3.317, -1.140)
H (4.925, 2.215, -2.745)
H (3.919, 0.752, -2.741)
H (5.622, 0.091, -1.201)
H (5.740, 1.726, -0.508)
H (4.239, 0.855, 1.101)
H (2.406, -0.435, 1.625)
H (2.274, -2.989, 0.134)
H (2.342, -2.994, 1.910)
H (0.571, -0.746, 2.609)
H (-1.845, -0.512, 2.818)
H (-3.359, -1.936, 1.460)
H (-2.392, -3.595, -0.093)
H (1.149, -0.112, -1.157)
H (-0.956, -1.052, -2.061)